# C3H5N3O

The molecule C3H5N3O (wB97M-V/def2-TZVPD, OMol25).

Summary:
LUMO energy	0.76	eV
energy	-356.81478	Ha
frontier orbital gap	10.76	eV

```
12
Properties=species:S:1:pos:R:3:forces:R:3:lowdin_charge:R:1
O -2.150 0.969 -0.550 -0.07 0.05 -0.11 -0.07
N 0.409 0.750 -0.497 -0.04 -0.18 0.10 0.08
N 1.699 0.430 -0.330 0.24 -0.03 0.08 0.01
N 0.599 -1.144 0.708 0.07 0.19 -0.09 0.13
C 1.798 -0.695 0.396 0.06 0.01 0.02 -0.17
C -0.220 -0.219 0.140 -0.12 0.22 -0.11 -0.35
C -1.722 -0.161 0.169 0.11 -0.28 0.17 -0.20
H 2.749 -1.130 0.670 -0.14 -0.02 -0.02 0.12
H -2.152 -1.079 -0.257 0.15 0.11 0.04 0.12
H 2.412 1.048 -0.683 0.01 -0.19 0.05 0.15
H -2.069 -0.099 1.210 0.09 0.01 -0.17 0.12
H -1.353 1.329 -0.975 -0.35 0.10 0.05 0.06
```
Forces are in eV/Å.



# CH5FSi

A structure of composition CH5FSi (wB97M-V/def2-TZVPD, OMol25).

Summary:
LUMO energy	0.76	eV
energy	-430.36396	Ha
frontier orbital gap	10.24	eV

```
8
Properties=species:S:1:pos:R:3:forces:R:3:lowdin_charge:R:1
Si 1.193 0.042 -0.106 -3.94 0.74 3.14 0.75
F -1.699 0.872 -0.615 0.19 0.39 0.06 -0.17
C -1.120 -0.067 0.234 2.23 -1.25 -1.68 -0.27
H 1.912 -0.612 0.991 0.15 -0.12 0.04 -0.12
H -1.711 -0.071 1.157 0.80 0.05 0.10 0.05
H 1.354 -0.601 -1.310 0.36 -0.89 -2.04 -0.14
H 1.303 1.471 -0.042 0.54 0.73 -0.29 -0.12
H -1.231 -1.033 -0.309 -0.32 0.35 0.67 0.03
```
Forces are in eV/Å.



# H30O19S

A cluster of 16 separate species, H30O19S in total (wB97M-V/def2-TZVPD, OMol25).

Summary:
LUMO energy	4.88	eV
charge	-2
energy	-1845.79933	Ha
frontier orbital gap	9.14	eV

```
50
Properties=species:S:1:pos:R:3:forces:R:3:lowdin_charge:R:1
S 0.334 -0.096 -0.241 -1.65 -1.75 0.89 0.42
O 0.808 2.080 2.510 -2.25 3.31 6.04 0.00
O -2.753 -0.467 1.843 -0.91 1.32 1.16 -0.05
O -1.793 2.664 1.318 1.85 -1.26 -0.87 -0.09
O 0.037 -2.177 2.654 -1.53 -4.42 2.25 0.00
O -0.447 -1.046 0.579 -0.15 -0.51 -1.44 -0.35
O -1.035 -1.438 -3.228 -4.58 -0.62 -3.98 -0.07
O -2.294 -3.061 0.180 -0.38 -0.19 -1.44 -0.11
O -0.528 1.048 -0.377 -0.38 2.62 0.14 -0.33
O 3.258 2.160 -0.712 1.11 4.05 -2.55 0.02
O -0.684 2.652 -2.440 -0.22 1.70 -2.29 -0.07
O 0.639 -0.602 -1.566 -0.11 -1.42 1.03 -0.32
O 2.385 -0.658 3.432 -1.01 1.91 -1.95 -0.13
O -2.887 0.823 -1.227 0.09 0.12 0.16 -0.08
O 1.340 0.863 -3.302 1.20 2.02 -1.30 -0.10
O 3.588 -1.171 0.677 1.69 3.13 4.47 -0.06
O 1.520 0.224 0.491 1.57 1.44 1.07 -0.31
O 2.362 -2.534 -1.285 2.22 -3.29 2.17 -0.08
O -2.401 4.065 -0.719 -5.04 1.53 -2.08 -0.12
O 0.612 -3.920 0.483 -2.07 -0.10 -1.18 -0.09
H -0.647 2.123 -1.672 0.39 -0.94 0.93 -0.06
H -2.091 3.364 -0.172 0.34 -0.63 0.98 -0.09
H -1.978 1.070 -0.890 -1.14 -0.85 -0.66 -0.03
H -3.455 1.497 -0.853 -0.24 0.03 -0.11 0.00
H -0.479 -1.385 -2.503 0.89 0.66 2.79 -0.08
H -0.424 2.088 -3.182 0.20 -0.15 0.47 0.03
H 2.020 -3.045 -0.468 -0.13 1.08 -2.22 0.06
H 4.033 2.245 -0.198 1.73 0.80 0.54 0.02
H 2.836 -0.540 0.795 1.06 -0.98 -0.61 -0.04
H 3.326 -1.663 -0.021 -1.31 -2.57 -3.97 -0.09
H 1.205 1.631 1.872 1.96 -2.63 -5.11 -0.09
H -1.299 1.983 0.707 -0.65 0.96 1.62 0.05
H -2.016 -1.191 -3.120 2.90 -0.30 0.62 0.08
H 0.075 2.672 2.303 0.26 -0.64 -0.76 0.03
H 2.239 -0.382 2.414 0.38 -0.75 3.68 0.08
H -0.239 -1.716 1.920 -0.84 1.82 -2.46 -0.10
H 1.748 1.572 -2.748 -0.53 -1.04 -0.51 0.04
H 0.697 -1.684 3.028 2.88 1.93 1.69 -0.04
H -2.569 -3.158 -0.789 0.96 0.82 2.11 0.08
H -1.828 -0.581 1.621 0.09 -0.32 -0.45 -0.02
H -1.753 -2.236 0.331 -0.54 -0.63 -0.99 0.01
H -3.300 -1.169 1.514 0.27 -0.62 -0.47 0.01
H -3.458 3.906 -0.855 4.19 0.43 0.54 0.11
H 1.030 0.170 -2.707 0.18 0.38 0.04 -0.08
H -2.699 2.402 1.246 -0.85 -0.56 0.45 0.03
H 2.959 1.425 -0.321 -2.82 -4.80 1.89 -0.07
H -0.344 -3.739 0.189 1.70 -0.80 0.19 0.05
H 1.726 -1.950 -1.613 -1.82 1.30 -0.34 -0.04
H 2.002 0.080 3.993 0.52 -1.05 -1.46 0.06
H 0.642 -3.199 1.105 0.48 0.45 1.30 -0.02
```
Forces are in eV/Å.



# C30H46O2P4W

A structure of composition C30H46O2P4W (wB97M-V/def2-TZVPD, OMol25).

Summary:
LUMO energy (alpha / beta)	-13.47 / -13.61	eV
charge	+4
energy	-2751.96806	Ha
frontier orbital gap (alpha / beta)	4.87 / 3.79	eV
multiplicity	3

```
83
Properties=species:S:1:pos:R:3:forces:R:3:lowdin_charge:R:1
W 0.286 0.812 -3.081 0.74 2.51 6.29 1.37
P -1.478 3.981 -2.003 0.30 0.47 0.25 0.89
P 3.801 -1.602 -0.333 1.16 0.11 -0.14 0.82
P 0.534 -1.420 2.059 0.83 -0.54 2.41 1.07
P -3.124 -1.998 -0.738 -1.30 -0.20 1.07 0.86
O -2.424 0.721 -0.828 -0.10 -2.86 -0.72 0.04
O 0.548 1.790 -0.027 -0.87 -1.71 -6.38 0.08
C 0.618 -0.763 -4.286 0.40 -1.95 -1.62 -0.18
C -2.607 -1.202 4.757 0.09 0.00 -0.03 -0.03
C 1.868 -0.810 3.165 -0.37 -0.01 -0.77 -0.36
C -3.173 0.039 4.446 0.17 0.03 -0.24 -0.03
C 2.070 0.584 3.199 0.40 0.40 0.29 -0.09
C -4.397 -2.254 -1.962 -0.14 0.18 -0.26 -0.14
C 3.889 0.290 4.772 -0.06 0.04 -0.16 0.00
C -1.481 -1.669 4.072 0.02 0.04 -0.28 -0.06
C 0.548 -3.233 2.336 0.24 -0.04 -0.75 -0.26
C -3.837 -1.817 0.904 -0.19 0.05 0.04 -0.13
C -3.193 4.119 -2.579 0.15 -1.07 -0.28 -0.22
C 4.725 -2.761 -1.431 -0.61 -0.38 0.07 -0.27
C -0.694 5.462 -2.723 0.65 -0.73 -0.28 -0.22
C -1.958 -3.330 -0.811 0.49 0.07 -0.15 -0.15
C -0.940 -0.903 3.027 -0.61 0.82 -0.48 -0.40
C 4.044 -0.022 -1.251 -0.58 0.16 -0.15 -0.30
C 5.014 -1.387 1.042 -0.70 -0.07 0.45 -0.28
C -1.383 0.699 -4.230 -1.90 0.02 -1.28 -0.20
C -0.579 1.819 -4.609 -0.83 0.35 -2.48 -0.22
C 0.382 1.502 -1.177 0.84 3.36 9.47 -0.15
C 2.703 -1.647 3.921 0.63 -0.16 0.09 -0.06
C 0.816 1.635 -4.865 0.32 1.01 -1.93 -0.16
C 3.708 -1.096 4.719 -0.40 -0.47 -0.20 -0.02
C -2.308 -0.407 -1.221 0.52 2.76 0.67 -0.19
C -1.521 0.339 2.707 -0.08 -0.21 0.14 -0.15
C 3.070 1.127 4.003 -0.41 0.14 -0.31 -0.03
C -2.621 0.818 3.419 0.10 -0.26 0.12 -0.06
C -1.597 4.376 -0.238 0.34 -0.78 -0.01 -0.24
C -0.789 -0.588 -4.048 -0.67 -1.08 -1.50 -0.21
C 1.418 0.356 -4.689 0.93 -0.96 -1.94 -0.17
H 6.017 -1.128 0.666 -0.40 -0.11 0.03 0.07
H 4.673 0.714 5.398 -0.19 -0.09 -0.16 0.14
H -0.808 5.455 -3.816 0.07 0.12 0.32 0.06
H 2.480 0.231 -4.871 -0.08 0.03 0.16 0.16
H -3.228 4.008 -3.672 -0.19 0.10 0.33 0.06
H -1.542 -3.382 -1.825 0.04 -0.15 0.26 0.08
H 0.693 -3.483 3.394 -0.12 0.06 -0.33 0.06
H 4.227 -3.737 -1.344 0.44 0.10 -0.16 0.04
H -2.515 -4.255 -0.604 0.07 0.16 -0.04 0.10
H 1.435 1.234 2.593 0.20 -0.10 0.24 0.09
H -0.399 -3.660 1.978 0.27 0.03 0.23 0.04
H -1.380 -1.399 -3.665 -0.02 -0.17 -0.02 0.11
H 0.374 5.459 -2.462 -0.29 0.22 -0.15 0.06
H 4.053 -0.243 -2.332 0.11 0.19 0.38 0.03
H 3.180 0.625 -1.030 0.33 0.15 -0.04 -0.01
H -5.240 -1.569 -1.807 0.21 -0.07 -0.03 0.09
H -3.037 -1.820 5.548 0.15 0.25 -0.19 0.13
H 1.410 2.465 -5.231 0.06 0.00 0.33 0.17
H -2.061 5.366 -0.173 0.10 -0.12 0.15 0.08
H -3.038 1.795 3.175 0.04 -0.23 0.12 0.12
H 4.357 -1.758 5.293 -0.24 0.20 -0.07 0.13
H -1.027 -2.620 4.349 -0.25 0.24 0.01 0.11
H -4.763 -3.280 -1.848 0.05 0.06 -0.02 0.10
H -4.708 -1.152 0.861 0.20 -0.05 -0.05 0.09
H 1.081 -1.728 -4.139 0.02 0.02 0.05 0.15
H -1.094 0.933 1.896 -0.12 -0.06 0.19 0.07
H -1.180 6.343 -2.296 -0.01 -0.06 -0.06 0.08
H 3.217 2.208 4.025 -0.04 -0.32 0.06 0.13
H -2.441 0.856 -4.022 0.31 -0.08 0.10 0.15
H -0.589 4.378 0.204 -0.44 0.14 0.04 0.06
H 4.968 0.489 -0.948 -0.23 -0.09 -0.22 0.06
H 5.050 -2.322 1.621 0.15 0.27 -0.17 0.05
H -4.038 0.402 5.003 0.26 -0.13 -0.15 0.13
H 5.781 -2.852 -1.137 -0.36 0.07 -0.13 0.07
H -2.231 3.617 0.246 0.22 0.36 0.03 0.05
H 4.636 -0.600 1.711 0.26 -0.16 -0.12 0.03
H -3.994 -2.128 -2.972 -0.13 -0.09 0.10 0.08
H -3.554 5.109 -2.287 0.02 -0.03 -0.04 0.08
H -1.167 -3.208 -0.061 -0.13 -0.04 -0.27 0.04
H 4.640 -2.421 -2.473 0.11 -0.19 0.28 0.04
H 1.369 -3.653 1.737 -0.23 -0.03 0.28 0.05
H -4.184 -2.801 1.230 -0.01 -0.07 -0.07 0.10
H -1.028 2.787 -4.773 0.10 0.00 0.23 0.13
H -3.789 3.335 -2.093 -0.04 0.32 -0.24 0.05
H 2.578 -2.730 3.892 0.14 0.34 0.04 0.11
H -3.125 -1.439 1.646 0.05 -0.01 -0.20 0.04
```
Forces are in eV/Å.



# CClN2O5S2

A structure of composition CClN2O5S2 (wB97M-V/def2-TZVPD, OMol25).

Summary:
LUMO energy	3.35	eV
charge	-1
energy	-1780.43927	Ha
frontier orbital gap	10.51	eV

```
11
Properties=species:S:1:pos:R:3:forces:R:3:lowdin_charge:R:1
Cl -2.241 -1.011 1.111 0.05 0.09 0.06 0.32
S -1.632 0.201 -0.457 -0.02 0.49 -0.17 0.18
S 0.766 0.824 0.631 -1.12 0.99 0.81 0.50
O -1.006 -0.681 -1.377 0.54 -0.68 -0.15 -0.35
O 1.583 1.941 0.899 0.67 1.07 -0.29 -0.27
O -2.820 0.836 -0.888 -0.99 0.60 0.02 -0.36
O 0.703 -0.178 1.630 0.12 -1.04 0.11 -0.30
O 1.538 0.111 -0.725 0.31 0.67 0.35 -0.12
N -0.667 1.328 0.142 0.73 -1.08 -0.30 -0.32
N 1.903 -2.263 -0.444 0.85 0.59 0.08 0.16
C 1.873 -1.107 -0.522 -1.14 -1.69 -0.53 -0.44
```
Forces are in eV/Å.



# C4H3FMnO5

A structure of composition C4H3FMnO5 (wB97M-V/def2-TZVPD, OMol25).

Summary:
LUMO energy (alpha / beta)	-1.20 / -1.91	eV
energy	-1781.20794	Ha
frontier orbital gap (alpha / beta)	8.23 / 7.74	eV
multiplicity	6

```
14
Properties=species:S:1:pos:R:3:forces:R:3:lowdin_charge:R:1
Mn -0.741 -1.883 0.705 0.49 0.68 -0.11 1.23
F 1.914 1.071 -1.127 -0.08 0.08 0.12 0.06
O -0.851 1.158 1.214 0.08 -0.03 -0.15 -0.08
O 0.263 -0.441 -0.908 -0.07 0.90 0.97 -0.04
O -0.538 -1.972 -2.240 1.77 -0.09 -1.10 0.09
O 0.744 -2.491 -0.510 1.50 -1.52 0.89 -0.10
O -2.632 0.141 1.956 1.23 -0.78 -0.54 0.00
C 0.483 1.172 0.755 0.24 0.28 -0.10 -0.13
C -1.530 -0.032 1.472 -1.18 0.61 0.51 -0.45
C 0.343 -1.721 -1.432 -4.25 -0.44 -0.25 -0.70
C 0.612 0.874 -0.740 0.14 0.25 -0.33 -0.33
H 1.115 0.469 1.317 -0.02 0.03 -0.20 0.14
H 0.868 2.185 0.917 -0.14 -0.21 0.09 0.14
H -0.051 1.470 -1.379 0.30 0.25 0.19 0.18
```
Forces are in eV/Å.



# C16H18N4O2PdS

A structure of composition C16H18N4O2PdS (wB97M-V/def2-TZVPD, OMol25).

Summary:
LUMO energy (alpha / beta)	-1.01 / -1.05	eV
energy	-1516.04476	Ha
frontier orbital gap (alpha / beta)	6.01 / 6.02	eV

```
42
Properties=species:S:1:pos:R:3:forces:R:3:lowdin_charge:R:1
Pd 0.357 1.221 -0.242 -2.93 0.13 -0.62 0.72
S 0.646 3.610 -0.305 0.48 -1.54 0.39 0.58
O 2.227 0.451 -1.829 0.00 0.07 -0.05 -0.12
O -0.460 -0.894 -0.602 1.65 1.39 0.71 -0.15
N 1.074 0.405 1.719 0.24 -0.03 -0.43 0.02
N -1.434 5.215 -0.081 0.13 0.32 -0.04 0.05
N -1.718 1.783 -0.731 1.74 -1.43 -0.37 -0.11
N -2.011 3.079 -0.571 -0.56 2.01 0.10 -0.05
C -3.991 -2.245 -2.213 -0.23 -0.12 -0.17 -0.12
C 3.319 0.301 0.838 0.03 -0.06 -0.26 -0.14
C 1.569 -1.433 3.715 0.02 0.09 -0.10 -0.05
C -1.831 -2.651 -1.251 0.24 0.16 0.25 -0.03
C -3.807 -0.898 -2.054 0.07 -0.02 0.10 -0.07
C 0.112 0.059 2.568 -0.25 -0.01 0.35 -0.11
C 2.552 -0.845 -1.319 0.14 -0.56 0.14 -0.26
C 2.279 -0.155 1.817 0.24 0.17 0.18 -0.27
C -1.588 -1.257 -1.068 -1.08 0.18 -0.57 -0.37
C 0.316 -0.851 3.590 0.02 0.09 -0.06 -0.05
C -1.062 3.929 -0.308 -0.87 -1.06 -0.29 -0.89
C 3.638 -0.739 -0.247 -0.27 0.33 -0.35 -0.16
C -2.638 -0.361 -1.479 0.51 -0.84 -0.12 -0.16
C -2.985 -3.129 -1.803 -0.07 0.17 -0.02 -0.10
C -2.601 1.051 -1.347 0.38 0.92 0.38 -0.07
C 2.560 -1.082 2.817 -0.10 0.03 0.00 -0.01
H 4.237 0.540 1.377 -0.02 0.04 0.01 0.12
H -3.118 -4.196 -1.926 0.00 -0.04 -0.02 0.10
H 3.759 -1.731 0.194 0.09 -0.02 0.00 0.12
H 2.956 1.212 0.339 0.21 -0.14 0.27 0.09
H 1.605 0.335 -2.561 0.16 0.03 0.18 0.10
H -4.583 -0.204 -2.353 -0.05 0.00 -0.07 0.11
H -2.412 5.390 0.078 0.10 0.03 -0.05 0.10
H -0.750 5.856 0.284 -0.16 -0.08 0.02 0.07
H 1.649 -1.310 -0.903 0.14 0.02 -0.13 0.09
H -3.439 1.593 -1.797 0.02 0.03 0.43 0.13
H 1.770 -2.137 4.510 0.01 -0.05 0.02 0.11
H -0.844 0.553 2.429 0.04 -0.10 -0.01 0.12
H 2.934 -1.470 -2.139 -0.11 0.03 0.16 0.12
H 3.551 -1.500 2.897 0.11 -0.06 -0.03 0.12
H -4.895 -2.629 -2.660 -0.10 0.01 -0.01 0.09
H -0.478 -1.085 4.281 -0.11 -0.01 0.00 0.11
H -1.044 -3.320 -0.936 0.09 -0.07 0.03 0.11
H 4.577 -0.460 -0.726 0.07 -0.02 0.02 0.11
```
Forces are in eV/Å.